(1)
Below is a molecular structure, C34H97N5O19 in a non-equilibrium geometry, with properties calculated with ωB97M-V with the def2-TZVPD basis set.

Values from the calculation:
energy relative to the best compared isomer or geometry (same formula, charge and spin): 547.4 kcal per mole
total energy: -3055.898906 Ha
Kohn-Sham gap: 5.77 eV
HOMO: -5.7 eV

Atoms and positions in Å:
C: -3.23726 -5.21619 2.13920
C: -4.10650 -5.19936 0.85910
O: -4.28487 -3.87524 0.39390
O: -4.06809 -5.23922 3.31118
H: -2.58623 -4.34045 2.14235
H: -2.56123 -6.07192 2.14794
H: -5.08212 -5.63605 1.09453
H: -3.81809 -5.96710 0.13829
H: -4.84317 -3.36141 0.98807
H: -4.07804 -4.32268 3.60064
C: -0.84546 -3.87655 -4.44988
C: -0.53647 -4.00520 -2.93948
O: -1.01871 -5.13491 -2.22741
O: -0.11764 -2.93043 -5.19313
H: -1.91869 -3.84817 -4.65306
H: -0.49916 -4.84252 -4.83669
H: -0.85277 -3.05638 -2.49996
H: 0.54466 -4.14866 -2.89944
H: -1.91107 -4.94602 -1.90807
H: -0.15084 -3.12728 -6.13002
C: -0.92388 1.14634 2.66121
C: -1.33055 1.13209 4.13114
O: -1.70286 -0.11943 4.63453
O: -1.75359 0.54107 1.72278
H: 0.08971 0.73562 2.61361
H: -0.75515 2.19315 2.38333
H: -2.17737 1.81470 4.26835
H: -0.52790 1.54660 4.73980
H: -2.11476 -0.59590 3.90508
H: -1.16112 0.21879 1.02509
C: -6.81973 0.33155 1.21736
C: -5.68529 -0.62980 1.42644
O: -6.22624 -1.93507 1.69811
O: -7.46179 0.05141 -0.01380
H: -6.54925 1.38360 1.25219
H: -7.49711 0.07783 2.04016
H: -5.06681 -0.45365 2.31006
H: -5.06700 -0.83342 0.55143
H: -6.70583 -1.88435 2.53098
H: -7.77765 -0.85671 -0.02061
C: 3.54784 -3.61035 -1.55958
C: 4.31457 -3.22466 -0.29469
O: 5.64810 -2.81742 -0.62223
O: 3.14377 -2.39332 -2.15992
H: 2.65489 -4.22997 -1.47084
H: 4.16844 -4.24483 -2.19931
H: 4.46888 -4.06905 0.38232
H: 3.88879 -2.35217 0.20182
H: 5.74214 -1.98554 -0.15336
H: 3.85663 -1.79887 -2.40539
C: -5.42640 -2.63064 -2.99011
C: -4.76131 -4.02348 -3.18998
O: -3.69839 -4.26150 -2.30776
O: -4.66856 -1.53757 -3.49940
H: -5.65849 -2.55507 -1.92377
H: -6.38745 -2.56371 -3.50337
H: -4.37981 -4.22063 -4.19006
H: -5.58293 -4.70400 -2.94106
H: -3.98411 -4.24860 -1.38587
H: -4.14943 -1.13822 -2.78104
C: -0.86079 -2.67755 0.24283
C: 0.29926 -1.75997 -0.25261
O: 0.33493 -0.42538 0.26578
O: -2.06338 -2.03282 -0.10528
H: -0.79017 -2.81716 1.32452
H: -0.70313 -3.61225 -0.29876
H: 0.24669 -1.70234 -1.33948
H: 1.19388 -2.30661 0.05416
H: 0.88504 0.10748 -0.31472
H: -2.81298 -2.61571 0.06638
C: 1.84912 2.84303 5.59573
C: 2.94394 3.67371 4.96510
C: 2.55723 4.01375 3.48953
O: 2.23409 2.83502 2.77331
C: 1.99232 2.99068 1.36878
N: 3.28967 4.78664 5.80155
H: 1.44908 1.89792 5.22978
H: 0.96722 3.44612 5.84597
H: 2.06499 2.59804 6.64273
H: 3.78761 2.98137 4.91418
H: 3.45352 4.43766 3.03147
H: 1.70614 4.69560 3.55910
H: 1.55379 2.09109 0.93898
H: 2.96962 3.05929 0.88190
H: 1.45930 3.88087 1.03213
H: 3.57705 4.46398 6.72130
H: 2.51327 5.32383 6.18007
C: -3.06244 1.53551 -3.61056
C: -2.79718 1.31718 -2.11805
C: -3.90694 1.80275 -1.24161
O: -3.71753 3.24951 -1.05106
C: -4.55605 3.73666 -0.06528
N: -2.59478 -0.14254 -1.94159
H: -2.26352 1.37193 -4.33477
H: -3.35945 2.57427 -3.76234
H: -3.82142 0.78111 -3.82371
H: -1.87042 1.83564 -1.85669
H: -3.76014 1.38750 -0.24205
H: -4.89518 1.70560 -1.69238
H: -4.24046 4.73786 0.23680
H: -4.56727 3.10223 0.82442
H: -5.56912 3.93453 -0.43341
H: -1.84636 -0.53802 -2.49406
H: -2.35100 -0.24898 -0.96316
C: 5.76736 3.84596 -4.33967
C: 4.74641 3.60533 -3.24733
C: 5.34385 2.89924 -2.01673
O: 4.41631 2.46551 -1.06335
C: 3.50863 1.54984 -1.64894
N: 4.31309 4.95877 -2.83150
H: 5.42815 4.43022 -5.19363
H: 6.34592 2.96053 -4.61362
H: 6.60694 4.44857 -3.97277
H: 3.88401 3.15331 -3.73975
H: 6.02263 3.56262 -1.47420
H: 6.10048 2.16758 -2.32824
H: 2.73270 2.12410 -2.16055
H: 2.99028 0.83718 -1.00547
H: 4.00562 0.91328 -2.38615
H: 5.02705 5.61352 -3.12275
H: 4.35851 4.94911 -1.81945
C: 4.26482 -0.26676 4.87823
C: 3.64552 -0.49765 3.52567
C: 2.17312 -0.94639 3.51480
O: 2.04086 -2.18208 4.10736
C: 0.70158 -2.54096 4.35489
N: 3.90909 0.74105 2.74534
H: 5.32456 -0.50062 4.94705
H: 3.88305 -1.07047 5.52454
H: 3.81916 0.54928 5.45038
H: 4.31471 -1.22706 3.06026
H: 1.81909 -1.02608 2.48105
H: 1.63106 -0.28172 4.19870
H: 0.10763 -2.90063 3.50883
H: 0.04478 -1.70855 4.63796
H: 0.55356 -3.16329 5.23697
H: 3.36154 1.44779 3.23159
H: 3.26476 0.62515 1.96312
C: 0.48130 3.74586 -2.74827
C: 1.71892 3.04568 -2.20637
C: 2.02595 1.66378 -2.81647
O: 1.13398 0.67894 -2.40826
C: 1.23913 -0.55291 -3.07234
N: 2.78310 4.03002 -2.49588
H: 0.41099 4.61532 -2.09186
H: -0.39316 3.10847 -2.60147
H: 0.52808 4.09133 -3.77799
H: 1.85319 2.94501 -1.12549
H: 3.06038 1.39927 -2.55391
H: 2.07406 1.69552 -3.91145
H: 2.22186 -0.95261 -2.80543
H: 1.15904 -0.36091 -4.14635
H: 0.47270 -1.30232 -2.88201
H: 3.65261 3.54983 -2.27239
H: 2.65176 4.63592 -1.69331

Forces on atoms 1 to 6 (eV/Å):
-0.3820 -0.4834 -0.5105
-0.6133 -0.8738 1.7673
0.5493 -0.0941 -0.9936
0.5862 0.4379 -0.4159
-0.0459 0.1324 -0.0696
-0.2565 -0.2223 0.1393


(2)
Below is a molecular structure, C25H38N6O3SSeSn in a non-equilibrium geometry, with properties calculated with ωB97M-V with the def2-TZVPD basis set.

Values from the calculation:
total energy: -4543.609152 Ha
Kohn-Sham gap: 6.98 eV
HOMO: -6.7 eV

Atoms and positions in Å:
Sn: -0.52751 0.45962 0.14772
C: 1.92474 -4.73851 1.45360
C: 1.08782 -3.76764 2.19245
N: 0.51351 -4.00351 3.32947
N: -0.18268 -2.88867 3.63057
C: -0.06842 -1.94845 2.66858
S: -0.80271 -0.46580 2.68172
N: 0.76675 -2.50880 1.74203
N: 1.16509 -1.87433 0.59088
H: 2.13255 -5.57395 2.11609
H: 2.86455 -4.29298 1.12946
H: 1.39007 -5.11522 0.58022
H: -0.72737 -2.81586 4.47465
H: 1.38486 -2.52766 -0.15278
H: 1.94912 -1.24953 0.76725
O: -0.63392 2.11362 -2.40463
H: -0.32709 2.86315 -2.91818
H: -1.45676 2.38804 -1.97932
C: 1.42695 2.37726 2.90647
C: 2.50204 1.61360 2.18773
N: 3.67976 2.25625 2.06828
O: 2.34771 0.50060 1.71399
H: 1.83610 3.16480 3.53416
H: 0.82670 1.69617 3.50401
H: 0.76097 2.81562 2.15971
H: 3.80594 3.19542 2.40012
H: 4.42656 1.83540 1.54147
N: -6.62630 -3.58203 -2.08462
C: -5.69257 -2.99773 -1.76036
C: -4.53394 -2.29986 -1.36679
C: -3.78007 -2.75008 -0.28473
C: -2.65300 -2.05293 0.09685
C: -2.22438 -0.90068 -0.56693
C: -2.99084 -0.49201 -1.66302
C: -4.12570 -1.16240 -2.06414
H: -4.09464 -3.63592 0.25182
H: -2.10199 -2.41288 0.95893
H: -2.69716 0.39458 -2.20874
H: -4.71012 -0.80937 -2.90308
C: 3.02745 0.13815 -1.86271
C: 1.86047 -0.23526 -2.76383
O: 1.25896 -1.41532 -2.27354
C: 0.22407 -1.90290 -3.10023
C: -0.33247 -3.17915 -2.49284
H: 3.52975 1.02029 -2.25123
H: 3.74294 -0.68070 -1.82174
H: 2.67731 0.35223 -0.85639
H: 2.22794 -0.40695 -3.78797
H: 1.11306 0.56836 -2.79261
H: 0.61518 -2.10313 -4.11165
H: -0.57506 -1.15366 -3.17722
H: 0.42342 -3.96211 -2.47196
H: -1.17384 -3.52581 -3.08493
H: -0.68701 -2.98029 -1.48464
C: -3.95145 7.37282 3.40188
C: -3.38829 6.12313 2.79357
C: -3.60417 4.87708 3.36111
C: -3.23293 3.70782 2.71224
C: -3.48431 2.37716 3.35124
C: -2.63563 3.79792 1.45253
Se: -2.56386 2.20435 0.33354
C: -2.28496 5.04341 0.92709
C: -1.51798 5.16864 -0.35604
C: -2.66768 6.18752 1.60959
H: -4.43047 7.16362 4.35495
H: -4.70029 7.79205 2.72840
H: -3.18056 8.12714 3.55194
H: -4.10061 4.80636 4.32000
H: -3.91290 2.49281 4.34552
H: -2.55092 1.81387 3.42918
H: -4.16334 1.78425 2.73614
H: -0.76223 4.38336 -0.42005
H: -1.03233 6.14211 -0.41571
H: -2.18957 5.06046 -1.20983
H: -2.42344 7.15471 1.19107

Forces on atoms 1 to 6 (eV/Å):
0.0877 -0.0237 -0.4661
-0.0104 -0.0180 -0.0129
-0.0001 -0.1868 0.3077
0.3261 -0.8304 0.1068
0.2882 0.5296 -0.8991
0.1741 -0.3624 0.1426


(3)
Below is a single C4H8N2 molecule, with properties calculated with ωB97M-V with the def2-TZVPD basis set.

Values from the calculation:
energy relative to the best compared isomer or geometry (same formula, charge and spin): 49.1 kcal per mole
total energy: -266.643801 Ha
structure (SMILES): C1N[C@H]1[C@H]1CN1
Kohn-Sham gap: 10.34 eV
HOMO: -9.3 eV

Atoms and positions in Å:
C: -1.66157 -0.66402 -0.63017
N: -1.73410 0.44926 0.31226
C: -0.67641 0.43731 -0.68896
C: 0.73111 0.05040 -0.32898
C: 1.59627 0.72228 0.66134
N: 0.89996 -0.52098 1.00187
H: -2.46586 -0.74363 -1.35679
H: -1.28130 -1.61410 -0.25164
H: -1.34957 0.14704 1.20709
H: -0.77585 1.21052 -1.45085
H: 1.25251 -0.44018 -1.15196
H: 1.26070 1.60632 1.19601
H: 2.67147 0.67465 0.49035
H: 1.53264 -1.31488 0.99042

Forces on atoms 1 to 6 (eV/Å):
-0.1199 -0.2310 -0.1653
0.1098 0.0383 0.2390
0.1489 0.0601 -0.1401
-0.1197 -0.0807 -0.2253
0.1685 0.2505 0.0721
0.1305 -0.2403 0.0633